A 2-piece molecular cluster, C3H12NO overall at a distorted geometry, computed with the ωB97M-V functional and the def2-TZVPD basis.

## Properties
Energy relative to the best compared isomer or geometry (same formula, charge and spin), kJ/mol: 70.9
LUMO energy, Eh: -0.1176
Charge: +1
Max |F|, Eh/bohr: 0.04907
Total energy, eV: -6836.68005
HOMO, eV: -16.5
Orbital gap, eV: 13.3

Positions of all 17 atoms, in Å:
H1 -2.97 0.06 -0.40
C1 0.37 1.59 -1.08
C2 1.19 -1.26 1.26
H2 1.90 -1.55 0.51
C3 0.73 0.20 0.98
H3 0.25 -1.75 1.09
H4 -0.53 2.04 -0.68
H5 0.32 1.44 -2.14
H6 1.48 0.93 1.26
H7 1.41 -1.53 2.28
H8 -2.51 -1.27 -1.06
N1 0.45 0.21 -0.51
O1 -2.25 -0.63 -0.40
H9 -0.18 0.43 1.50
H10 -0.45 -0.26 -0.76
H11 1.24 2.21 -0.90
H12 1.31 -0.26 -0.99

Atom charges from the natural (NBO) analysis, given in e for atoms 1 to 6:
1 H 0.51
2 C -0.41
3 C -0.62
4 H 0.21
5 C -0.22
6 H 0.22